Entry 1:
74
Properties=species:S:1:pos:R:3 method="wB97M-V/def2-TZVPD" total_charge=+2 homo_lumo_gap_ev=7.407 e_lumo_ev=-6.018 de_lowest_kj_mol=76.2
Ir -0.3235 0.2925 -0.4383
Se -1.9325 -0.7458 3.3184
Se -2.1822 0.4472 1.3124
P -0.9973 -1.5421 -1.6604
O 1.0187 -0.5800 0.7639
O 3.1950 -1.0527 0.9489
O -2.2497 2.3584 -0.9611
N 1.3682 0.6227 -1.5557
N -1.6692 1.3184 -1.6590
N -0.6925 -2.6814 1.6463
N 0.0009 1.9494 0.8637
C -0.0635 3.7264 2.9520
C -5.3703 -2.6090 -0.7737
C 2.0562 -4.2149 -1.5853
C -4.4126 -2.6375 0.2337
C -1.5179 0.5083 -5.1813
C -1.1060 -2.4377 2.8636
C 1.4053 -5.4289 -1.3973
C -5.0071 -2.2673 -2.0675
C -1.4284 0.2097 -3.8229
C 0.0227 -5.4708 -1.2960
C -1.1162 -0.4120 -6.1384
C -0.0202 -3.8203 1.4519
C 0.9789 3.7518 2.0368
C 3.7154 0.2046 -1.5548
C -3.6888 -1.9434 -2.3630
C -1.8850 1.2620 -2.9161
C -2.7306 -1.9508 -1.3529
C 2.7014 1.3845 -3.3660
C -1.0776 2.7858 2.8164
C 0.9830 2.8422 0.9950
C -0.2763 -4.4688 3.7318
C 1.4823 1.2570 -2.7285
C 1.3209 -3.0449 -1.6642
C 2.2593 -0.5831 0.3582
C -0.7189 -4.2993 -1.3725
C -0.6399 -1.6470 -5.7375
C -0.9579 -1.0540 -3.4134
C 2.4686 0.1098 -0.9729
C 0.2199 -4.7341 2.4618
C -3.0984 -2.3089 -0.0521
C -0.9651 -3.2879 3.9525
C -0.0694 -3.0802 -1.5516
C -0.9850 1.9133 1.7566
C 3.8357 0.8459 -2.7772
C -0.5731 -1.9670 -4.3835
H -0.2228 -2.9473 -4.0884
H -0.3350 -2.3779 -6.4743
H 0.5863 1.6811 -3.1485
H 1.9798 -6.3435 -1.3347
H -5.7483 -2.2606 -2.8554
H 0.3403 -3.9937 0.4444
H -3.4218 -1.6993 -3.3833
H 3.1343 -4.1829 -1.6686
H -4.6879 -2.9237 1.2402
H 4.5534 -0.2301 -1.0267
H 1.8330 -2.1077 -1.8290
H 1.7840 4.4664 2.1276
H 4.7988 0.9316 -3.2622
H 1.7720 2.8191 0.2546
H -1.9027 1.4723 -5.4929
H 2.7501 1.9064 -4.3110
H -0.1258 -5.1677 4.5435
H -1.1856 -0.1649 -7.1887
H -0.0864 4.4320 3.7716
H -2.3397 -2.3653 0.7234
H -1.8987 2.7270 3.5170
H -2.8682 2.8288 -1.5453
H -1.3635 -3.0398 4.9279
H -1.7967 -4.3405 -1.2901
H -6.3973 -2.8652 -0.5506
H -2.4662 2.0662 -3.3661
H 0.7779 -5.6363 2.2565
H -0.4837 -6.4165 -1.1571

***

Entry 2:
83
Properties=species:S:1:pos:R:3 method="wB97M-V/def2-TZVPD" total_charge=-2 homo_lumo_gap_ev=6.498 e_lumo_ev=3.406 de_lowest_kj_mol=0.0
Sn 0.7669 0.2008 0.7522
S 0.9206 0.3366 -1.8150
S 0.5048 3.3679 4.1445
S -0.2443 4.9124 1.3780
O 2.8626 0.8928 0.6709
O 0.6039 -2.7967 0.7243
O -3.5177 -4.8619 1.6906
O 0.4039 2.4429 5.2401
O 0.3922 -7.7588 -4.5370
O -0.2271 4.6207 4.2647
O 1.1277 -5.9327 -5.4021
O -0.3372 -4.6561 1.5510
O -3.3733 4.2985 0.9709
O 4.8005 1.6671 -0.0651
N 0.7019 -6.5792 -4.4596
N -2.1297 -0.3825 -0.2210
N 0.0758 2.5079 0.4953
N -2.5087 -0.1295 3.2931
N 0.1343 2.5664 2.8079
N 5.9131 4.4117 2.0609
C -3.4630 3.9649 2.3415
C -2.1220 -1.2928 -1.2008
C -2.6201 -2.5725 -1.0649
C 4.9611 -0.3531 -1.8884
C -2.6960 0.2595 2.0356
C -2.6311 -0.7707 0.9584
C 0.1083 -6.6451 -2.0791
C -3.0876 2.5372 2.6620
C -0.3185 4.6284 -0.3302
C 3.8487 5.3002 3.0355
C 3.9476 -1.4396 -3.7540
C -0.1197 3.3196 -0.5875
C -3.4527 -4.4348 0.3550
C 0.3456 -4.6693 -0.7075
C 2.7184 -0.9723 -3.3303
C -0.0050 -6.0102 -0.8555
C 3.0732 2.7060 3.6423
C -2.8379 2.1458 3.9729
C 3.7866 0.9782 -0.2026
C 0.5769 -5.9148 -3.1592
C 0.2105 -3.9708 0.6633
C 2.5927 5.0653 3.5811
C 4.3109 2.9370 3.0868
C 0.0218 3.1778 1.6470
C 2.2011 3.7695 3.8693
C 4.6946 4.2358 2.7293
C -2.5545 0.8181 4.2307
C 5.0859 -1.1393 -3.0191
C 2.5679 -0.2061 -2.1651
C 0.8113 -3.9619 -1.8106
C -3.0644 -2.9907 0.1790
C 0.9328 -4.5790 -3.0433
C -2.9903 1.5733 1.6769
C -3.0606 -2.0744 1.2102
C 3.7251 0.1209 -1.4459
H -2.4491 4.1788 0.7032
H -2.5709 -4.8965 1.9438
H -0.1554 -7.6843 -2.2119
H 5.9885 3.6940 1.3437
H -2.8505 4.6333 2.9586
H 4.1448 6.3103 2.7725
H 4.9637 2.1111 2.8419
H 5.8351 -0.0680 -1.3188
H -4.4241 -4.6209 -0.1131
H 5.9862 5.3231 1.6295
H 1.8950 5.8740 3.7493
H -0.0769 2.8661 -1.5662
H 1.3012 -4.0473 -3.9083
H -3.1375 1.8255 0.6353
H 1.8249 -1.1994 -3.8980
H 6.0584 -1.5016 -3.3286
H 2.7430 1.6955 3.8428
H -2.5753 -3.2635 -1.8991
H -4.5098 4.1250 2.6156
H -0.4460 5.4333 -1.0336
H -0.3605 -6.5359 0.0210
H 4.0143 -2.0443 -4.6520
H -2.3261 0.4964 5.2422
H -3.3854 -2.3539 2.2021
H -1.6690 -0.9755 -2.1313
H -2.7050 -5.0185 -0.1857
H -2.8227 2.8703 4.7771
H 1.0754 -2.9245 -1.6718

***

Entry 3:
76
Properties=species:S:1:pos:R:3 method="wB97M-V/def2-TZVPD" total_charge=+1 homo_lumo_gap_ev=6.853 e_lumo_ev=-4.181
Sc -0.2190 0.0772 0.4972
O 2.6060 0.1381 3.4591
O -0.3832 -1.0705 -0.9442
O 2.2544 1.2924 -3.4474
O -3.2487 6.6861 1.1270
O -5.1734 5.9987 0.4847
O -0.4548 0.2789 -1.4374
N -0.5138 2.3013 0.6229
N -2.4509 0.4027 0.5094
N 0.6279 -0.0544 2.2854
N -4.0206 5.8244 0.7866
N 1.8905 0.4031 -0.0084
N 0.3782 0.5373 -2.5146
C 4.6650 0.5702 -0.1674
C -2.1493 4.0872 0.7919
C -0.3109 0.1484 3.3103
C -0.3157 1.3128 4.1047
C -1.3597 -0.7892 3.4371
C -4.4947 3.4800 0.5506
C 3.8787 0.7406 -1.2966
C -1.0875 5.0048 0.9088
C -1.2348 2.9074 -2.8516
C 1.7033 0.8615 -2.4582
C 2.4904 0.6477 -1.1827
C 0.7957 2.3122 4.0354
C -3.3838 -0.5071 0.2799
C -1.7980 2.7145 0.6878
C -0.4076 0.6623 -3.7095
C 1.9538 0.0991 2.4304
C -2.2723 0.7165 -5.7350
C 0.2120 4.5578 0.8794
C -1.3867 1.5314 4.9623
C -1.3724 -0.3304 -5.6500
C -3.5423 4.4369 0.7248
C 4.0401 0.3405 1.0451
C -2.8201 1.7006 0.5728
C 0.5417 -1.5176 -4.5436
C 2.6531 0.2510 1.0863
C -2.2057 1.7622 -4.8355
C -4.1697 2.1013 0.4726
C -4.7431 -0.1993 0.1524
C -0.4234 -0.3807 -4.6377
C -1.2740 1.7500 -3.8061
C -2.4286 0.6283 5.0665
C -1.3127 -2.0911 2.6791
C -5.1460 1.1094 0.2675
C -2.3974 -0.5401 4.3209
C 0.4579 3.1977 0.7056
H -2.8951 2.5884 -4.9121
H -2.3063 -2.5344 2.6240
H -0.8913 -1.9677 1.6588
H -1.3978 2.4327 5.5571
H -6.1856 1.3919 0.1852
H 1.6803 1.9204 4.5414
H -3.0354 -1.5277 0.1529
H 1.0858 2.5053 3.0004
H -2.2145 3.0631 -2.3964
H 1.0298 5.2473 0.9958
H -1.4166 -1.1404 -6.3593
H 0.5019 3.2471 4.5070
H 1.4783 2.8315 0.6326
H 5.7406 0.6260 -0.2350
H -0.4939 2.7748 -2.0636
H -1.2893 6.0564 1.0208
H -5.5304 3.7764 0.4620
H -3.2561 0.8367 5.7278
H -3.1846 -1.2722 4.4340
H -3.0233 0.7200 -6.5091
H 0.3063 -2.2835 -5.2785
H -0.9708 3.8068 -3.4086
H 4.3155 0.9436 -2.2633
H 4.5867 0.2390 1.9687
H -0.6629 -2.7841 3.2188
H 1.5566 -1.1647 -4.7301
H -5.4530 -0.9884 -0.0347
H 0.5091 -1.9568 -3.5478